The following is a DFT calculation (ωB97M-V with the def2-TZVPD basis set) of 6 unconnected molecules or ions with the total composition C5H22N6O7.

The value obtained for the max |F| is 13.47 eV/A. For the relative energy (zero: lowest compared OMol25 entry of this formula, charge and spin), the calculation gives 0.0 kcal/mol. As for the spin multiplicity: 1. The calculation puts the HOMO energy at -0.3358 Ha. The value obtained for the frontier orbital gap is 0.355 hartree. For the total energy, the calculation gives -1058.90676 a.u.

Positions of all 40 atoms, in Å:
C1 -1.08837 4.18972 1.24691
C2 -1.18387 2.78457 0.72365
O1 0.12935 2.20221 0.48553
O2 -0.70579 5.23223 0.30044
H1 -0.34635 4.28527 2.03961
H2 -2.04237 4.50594 1.66880
H3 -1.76494 2.71132 -0.19564
H4 -1.92168 2.27914 1.34678
H5 0.06040 1.25896 0.32083
H6 0.09152 5.00271 -0.18249
C3 -3.15148 -1.24135 0.37324
O3 -2.27545 -1.92257 -0.16107
N1 -3.90903 -1.67391 1.32249
N2 -3.49321 -0.05403 -0.01239
H7 -3.75089 -2.59989 1.69352
H8 -4.47796 -0.99623 1.80948
H9 -4.30324 0.34134 0.44327
H10 -3.02661 0.31197 -0.82997
C4 1.09312 -2.33813 -3.28712
O4 1.31999 -2.04080 -2.15444
N3 1.83526 -2.99281 -3.98068
N4 0.10413 -1.94127 -4.00692
H11 1.64197 -3.20006 -4.95011
H12 2.52935 -3.58858 -3.55243
H13 -0.70730 -1.47994 -3.62110
H14 -0.01419 -2.20645 -4.97427
C5 3.17748 -0.04030 1.38766
O5 2.87431 -1.19546 1.25978
N5 3.68907 0.58008 0.41700
N6 3.27133 0.52188 2.49811
H15 4.03555 -0.00950 -0.32627
H16 3.49433 1.56911 0.35389
H17 3.61660 1.47081 2.51848
H18 2.95212 0.08901 3.35299
O6 0.64032 -2.56019 2.43691
H19 0.35580 -3.15234 1.74075
H20 1.58855 -2.49481 2.32373
O7 -0.10439 -0.28977 -0.24615
H21 -0.87331 -0.63465 0.20778
H22 0.63982 -0.68318 0.20951

=====

The following is a DFT calculation (ωB97M-V with the def2-TZVPD basis set) of 8 unconnected molecules or ions with the total composition C41H79N4O10.

The value obtained for the max |F| is 8.93 eV/A. As for the spin multiplicity: 1. The calculation puts the HOMO energy at -0.3850 Ha. The value obtained for the frontier orbital gap is 0.260 hartree. The total charge is +1. For the total energy, the calculation gives -2580.31916 a.u.

Positions of all 134 atoms, in Å:
C1 -6.72875 0.97063 -4.15216
C2 -5.82236 1.33877 -5.50651
O1 -4.94255 2.33124 -5.35838
O2 -6.10976 0.58432 -6.73349
C3 -4.89408 0.16938 -7.44569
C4 -4.60464 -1.44402 -7.45904
C5 -5.56340 -2.33366 -6.47152
C6 -4.66325 -3.60880 -5.87818
C7 -4.88792 -3.84665 -4.26213
C8 -4.42366 -2.55458 -3.36648
N1 -2.88289 -2.56536 -3.25600
C9 -2.30756 -3.58903 -2.31680
C10 -1.71565 -2.78606 -0.98173
O3 -0.82287 -3.29737 -0.12875
C11 -2.23379 -1.63757 -4.01429
N2 -2.70498 -0.54458 -4.95304
C12 -1.59923 0.26982 -5.59627
N3 -0.39615 -0.40623 -4.97647
N4 -0.74834 -1.46404 -4.10682
C13 0.44980 -2.15865 -3.52752
H1 -7.81644 0.76021 -4.55981
H2 -6.75165 1.94019 -3.45816
H3 -6.27684 0.09602 -3.51995
H4 -3.90699 0.69659 -7.10559
H5 -5.05416 0.48522 -8.58585
H6 -4.76790 -1.83756 -8.57441
H7 -3.44428 -1.62670 -7.24546
H8 -6.00754 -1.75176 -5.55787
H9 -6.39525 -2.82293 -7.14763
H10 -5.02723 -4.61619 -6.40493
H11 -3.51381 -3.51409 -6.15154
H12 -6.00292 -4.12140 -3.97079
H13 -4.24593 -4.80370 -3.95834
H14 -4.83327 -1.52252 -3.73519
H15 -4.79875 -2.67657 -2.24110
H16 -3.19536 -4.26300 -1.89001
H17 -1.53945 -4.33776 -2.78655
H18 -2.15804 -1.69829 -0.82130
H19 -1.69736 1.14786 -6.37518
H20 0.61750 -0.16304 -5.17868
H21 1.30884 -2.12079 -4.35572
H22 0.31139 -3.29076 -3.26540
H23 0.87867 -1.54929 -2.60064
C14 -2.30471 5.47893 -3.69476
C15 -2.59255 4.06766 -3.25182
C16 -1.96553 3.25300 -4.36214
O4 -0.85664 4.01360 -4.86111
C17 -0.93501 5.34062 -4.32249
H24 -2.32912 6.20851 -2.88137
H25 -3.03436 5.78590 -4.45352
H26 -2.07986 3.86463 -2.30419
H27 -3.65654 3.85732 -3.11690
H28 -2.66696 3.10263 -5.18964
H29 -1.61631 2.27498 -4.01864
H30 -0.14298 5.44400 -3.57280
H31 -0.76134 6.07186 -5.11674
C18 0.36612 6.44001 0.64745
C19 -0.94097 6.16380 1.34457
C20 -1.93129 6.24081 0.20309
O5 -1.23770 5.81759 -0.97884
C21 0.16495 5.75392 -0.68599
H32 1.24010 6.07018 1.18954
H33 0.48615 7.51963 0.49799
H34 -0.93114 5.15041 1.76292
H35 -1.16551 6.86504 2.15226
H36 -2.27155 7.26903 0.04073
H37 -2.80661 5.60488 0.36390
H38 0.44768 4.69682 -0.63467
H39 0.73184 6.22806 -1.49192
C22 1.69211 -0.12345 2.08629
C23 0.39714 -0.67074 1.54385
C24 -0.55914 -0.41460 2.68821
O6 -0.09334 0.76133 3.36449
C25 1.22102 1.07367 2.88268
H40 2.41732 0.13849 1.31173
H41 2.15461 -0.85892 2.75526
H42 0.09012 -0.09309 0.66400
H43 0.44979 -1.72476 1.25960
H44 -0.54832 -1.24022 3.40765
H45 -1.58756 -0.26104 2.34874
H46 1.14180 1.96449 2.25008
H47 1.87840 1.30195 3.72614
C26 -0.75812 -1.42617 6.83806
C27 -1.60478 -2.57063 6.34399
C28 -1.28846 -3.65599 7.34975
O7 -0.99320 -3.00019 8.59067
C29 -0.84052 -1.59638 8.33923
H48 -1.10401 -0.44588 6.50060
H49 0.27749 -1.55901 6.50310
H50 -2.66566 -2.30100 6.40656
H51 -1.38724 -2.86635 5.31455
H52 -0.40142 -4.22598 7.05370
H53 -2.12000 -4.35260 7.49023
H54 -1.71940 -1.08634 8.74846
H55 0.04986 -1.22430 8.85350
C30 3.64514 0.38190 8.41101
C31 2.53471 1.40047 8.42612
C32 2.20039 1.52653 6.95576
O8 2.47808 0.25396 6.35527
C33 3.21067 -0.54362 7.29570
H56 3.78106 -0.13432 9.36470
H57 4.59139 0.86834 8.14582
H58 1.67227 1.00066 8.97241
H59 2.81724 2.35249 8.88258
H60 2.83528 2.27266 6.46630
H61 1.15341 1.79344 6.78530
H62 2.53764 -1.32390 7.66747
H63 4.05614 -1.02208 6.79377
C34 4.87649 -3.48897 -6.36977
C35 4.10493 -3.07468 -7.59606
C36 2.68412 -3.03269 -7.07725
O9 2.75828 -2.68016 -5.68896
C37 4.12589 -2.77476 -5.26714
H64 5.93581 -3.22252 -6.40615
H65 4.79978 -4.57409 -6.23203
H66 4.41789 -2.07182 -7.90976
H67 4.22961 -3.75273 -8.44413
H68 2.20614 -4.01554 -7.14737
H69 2.06488 -2.30477 -7.60936
H70 4.50307 -1.75599 -5.12618
H71 4.18130 -3.30280 -4.31122
C38 8.84047 -0.68432 7.80195
C39 7.55714 -1.42654 7.53192
C40 6.77633 -1.18286 8.80495
O10 7.18851 0.09562 9.30767
C41 8.35358 0.51576 8.58425
H72 9.38811 -0.40957 6.89692
H73 9.49882 -1.29725 8.42903
H74 7.03690 -0.97034 6.68144
H75 7.70018 -2.48829 7.31575
H76 7.01318 -1.93352 9.56638
H77 5.69503 -1.18237 8.63991
H78 8.05555 1.33067 7.91556
H79 9.10474 0.89456 9.28280

=====

The following is a DFT calculation (ωB97M-V with the def2-TZVPD basis set) of a molecular structure, C26H53BEuO6S2.

The value obtained for the max |F| is 1.78 eV/A. As for the spin multiplicity: 8. The calculation puts the HOMO energy (alpha / beta) at -0.4922 / -0.4922 Ha. The value obtained for the frontier orbital gap (alpha / beta) is 0.179 / 0.186 hartree. The total charge is +2. For the total energy, the calculation gives -3004.86830 a.u.

Positions of all 89 atoms, in Å:
C1 6.08834 -2.75480 2.22346
C2 5.96278 -3.94153 1.24133
C3 4.65485 -4.68697 1.43331
C4 3.44193 -3.87809 0.89781
C5 2.42454 -3.61106 1.98246
C6 1.22313 -2.77533 1.48847
C7 -0.12441 -3.18754 2.17973
C8 -1.24152 -3.56455 1.21232
C9 -2.54155 -2.91036 1.71968
C10 -2.71480 -1.39848 1.40515
C11 -4.22068 -1.09458 1.33120
C12 -4.85861 -1.49555 -0.02137
C13 -5.17056 -0.23091 -0.86393
C14 -4.17110 0.06504 -2.00070
C15 -3.56409 1.47556 -1.85831
C16 -2.27637 1.63122 -2.70567
C17 -1.11590 2.17092 -1.86388
C18 -1.21507 3.68816 -1.70997
C19 -0.12640 4.34028 -0.81465
C20 -0.67500 5.08029 0.40308
C21 -1.27448 4.22814 1.49527
O1 -0.28745 4.09273 2.51315
C22 -0.53688 3.04607 3.40263
C23 0.79220 2.39940 3.74354
S1 1.12821 3.11038 -0.41919
O2 0.69223 2.12881 0.54267
O3 2.33354 3.76960 -0.03717
O4 1.37941 2.40917 -1.85144
C24 0.24264 1.68912 -2.36907
S2 0.44144 -0.08235 -1.82458
B1 0.32749 1.79154 -3.99800
O5 -0.25931 2.84917 -4.59862
O6 0.98471 0.84133 -4.74190
C25 2.38459 1.14339 -4.92074
C26 3.29650 0.20235 -4.14636
H1 5.77002 -1.83014 1.74351
H2 7.13152 -2.61367 2.48275
H3 5.47759 -2.91050 3.10916
H4 6.05232 -3.53732 0.23563
H5 6.81405 -4.59821 1.39502
H6 4.66240 -5.68272 1.00070
H7 4.49260 -4.81668 2.50424
H8 3.81686 -2.95734 0.45845
H9 2.97082 -4.45470 0.10445
H10 2.87379 -3.08378 2.83313
H11 2.07270 -4.57296 2.35459
H12 1.43312 -1.71257 1.73370
H13 1.12645 -2.84848 0.41327
H14 0.11871 -3.99106 2.87510
H15 -0.55439 -2.32066 2.73420
H16 -1.36100 -4.64103 1.14434
H17 -0.98601 -3.18424 0.22819
H18 -2.50887 -2.95541 2.81012
H19 -3.42252 -3.44108 1.37804
H20 -2.28934 -0.80485 2.23380
H21 -2.23852 -1.09115 0.47493
H22 -4.69993 -1.64571 2.13997
H23 -4.41463 -0.04119 1.50084
H24 -5.75283 -2.07609 0.18371
H25 -4.16629 -2.18027 -0.51167
H26 -6.15507 -0.34238 -1.30946
H27 -5.17922 0.61291 -0.18426
H28 -3.33279 -0.62701 -1.89543
H29 -4.59200 -0.09464 -2.98924
H30 -3.29955 1.58923 -0.80758
H31 -4.25673 2.24831 -2.17862
H32 -2.04113 0.64965 -3.10932
H33 -2.48317 2.31237 -3.52580
H34 -1.26527 1.74650 -0.87143
H35 -1.14988 4.11837 -2.70764
H36 -2.20695 3.95327 -1.34979
H37 0.39366 5.07086 -1.42872
H38 -1.47658 5.70926 0.01551
H39 0.04717 5.76184 0.84118
H40 -2.16080 4.68041 1.94597
H41 -1.55974 3.24156 1.12407
H42 -1.23163 2.30693 3.00380
H43 -0.91133 3.49125 4.32757
H44 0.77722 1.97741 4.76108
H45 1.59167 3.13267 3.74102
H46 1.04732 1.58686 3.05236
H47 -0.62238 -0.61784 -2.43767
H48 -0.04245 2.84888 -5.55286
H49 2.63249 1.03662 -5.97296
H50 2.58405 2.17353 -4.62403
H51 3.68057 0.70102 -3.25938
H52 2.75678 -0.68127 -3.82907
H53 4.13606 -0.11678 -4.75514
Eu1 0.47668 -1.01857 3.94600